No. 1
The following is a quantum chemistry calculation of a 5-piece molecular cluster, C24H51ClO9Si overall at a distorted geometry, from the OMol25 dataset.

Properties
SMILES string   COCCCCCCC[SiH2]Cl.CCOC(C)=O.CCOC(C)=O.CCOC(C)=O.CCOC(C)=O
Calculated total energy   -2371.796408 Ha

```
! RIJCOSX wB97M-V def2-TZVPD def2/J DEFGRID3
* xyz 0 1
C 2.564 -3.331 1.636
O 1.076 -3.341 1.515
C 0.661 -1.964 1.837
C -0.909 -1.623 1.410
C -1.282 -0.135 2.032
C -1.074 1.105 0.975
C 0.516 1.463 0.663
C 1.380 1.885 1.990
C 2.763 1.036 2.224
Si 4.006 1.073 0.753
Cl 5.796 2.132 1.256
H 3.085 -2.532 0.956
H 2.909 -3.136 2.752
H 3.006 -4.384 1.298
H 1.344 -1.245 1.216
H 0.777 -1.666 2.966
H -1.557 -2.477 1.935
H -1.037 -1.692 0.240
H -0.766 0.060 3.090
H -2.450 -0.171 2.269
H -1.568 0.763 -0.055
H -1.580 2.105 1.336
H 0.938 0.556 0.057
H 0.521 2.394 -0.082
H 0.704 1.691 2.948
H 1.625 3.045 2.002
H 3.319 1.558 3.142
H 2.593 -0.086 2.576
H 3.398 1.546 -0.517
H 4.405 -0.336 0.506
O 2.369 -0.068 -1.937
C 2.375 0.594 -2.973
O 2.648 1.916 -2.937
C 2.872 2.735 -4.100
C 1.561 3.235 -4.670
C 1.989 -0.033 -4.280
H 3.481 2.208 -4.840
H 3.467 3.591 -3.765
H 0.924 2.411 -5.003
H 1.738 3.900 -5.520
H 0.994 3.783 -3.906
H 0.900 -0.034 -4.371
H 2.354 -1.065 -4.291
H 2.430 0.454 -5.149
O 4.652 -1.343 -5.083
C 4.625 -1.802 -6.224
O 4.349 -1.001 -7.276
C 4.485 -1.391 -8.655
C 3.240 -2.106 -9.141
C 4.807 -3.272 -6.458
H 5.396 -1.976 -8.810
H 4.613 -0.466 -9.227
H 3.063 -3.031 -8.585
H 3.326 -2.351 -10.203
H 2.354 -1.475 -8.995
H 3.852 -3.782 -6.307
H 5.537 -3.651 -5.735
H 5.203 -3.515 -7.443
O -7.262 -2.651 4.896
C -6.045 -2.478 4.889
O -5.295 -2.943 3.866
C -3.905 -2.626 3.664
C -3.017 -3.558 4.462
C -5.360 -1.831 6.056
H -3.708 -1.571 3.874
H -3.708 -2.769 2.596
H -3.191 -3.461 5.537
H -1.962 -3.349 4.263
H -3.224 -4.604 4.201
H -5.176 -2.583 6.828
H -6.018 -1.054 6.458
H -4.427 -1.333 5.798
O -5.129 1.123 5.034
C -5.000 2.232 4.519
O -4.354 2.366 3.340
C -4.320 3.577 2.562
C -3.208 4.491 3.034
C -5.472 3.464 5.233
H -5.297 4.068 2.556
H -4.121 3.275 1.528
H -3.356 4.806 4.071
H -3.150 5.385 2.406
H -2.242 3.972 2.997
H -4.706 3.784 5.944
H -6.391 3.220 5.775
H -5.724 4.288 4.567
*
```

Mulliken population analysis, charges in e, atoms 1 to 8: number 1, C, carries -0.434; number 2, O, carries -0.396; number 3, C, carries 0.195; number 4, C, carries -0.290; number 5, C, carries 0.028; number 6, C, carries -0.658; number 7, C, carries 0.242; number 8, C, carries -0.636

---

No. 2
The following is a quantum chemistry calculation of one molecule with the formula C6H10N2OS2 at a distorted geometry, from the OMol25 dataset.

Properties
ΔE to the lowest compared entry with this formula, charge and spin   48.6 kcal per mole

```
! RIJCOSX wB97M-V def2-TZVPD def2/J DEFGRID3
* xyz 0 1
C -0.765 -0.787 -2.739
C 0.736 -0.889 -3.194
C 0.067 0.374 1.665
C 0.330 0.137 -0.675
C -1.206 1.229 1.923
C 1.123 0.447 2.768
N -0.366 -0.992 1.478
N -0.440 -1.439 0.384
O 0.665 0.823 0.428
S -1.088 0.664 -1.649
S 1.653 -0.394 -1.713
H -1.416 -0.625 -3.627
H -1.058 -1.659 -2.172
H 1.165 -1.964 -3.623
H 0.852 -0.224 -4.025
H -0.868 2.168 2.217
H -1.671 0.655 2.710
H -1.614 1.149 1.001
H 0.525 0.592 3.702
H 1.722 1.214 2.468
H 1.653 -0.477 2.671
*
```

Mulliken population analysis, charges in e, atoms 1 to 8: number 1, C, carries -0.717; number 2, C, carries -0.427; number 3, C, carries 1.170; number 4, C, carries 0.371; number 5, C, carries -1.304; number 6, C, carries -1.451; number 7, N, carries -0.136; number 8, N, carries -0.365

---

No. 3
The following is a quantum chemistry calculation of C4H11AlAsF8N2O5S2 as an isolated structure at a distorted geometry, from the OMol25 dataset.

Properties
ΔE to the lowest compared entry with this formula, charge and spin   52.4 kcal per mole

```
! RIJCOSX wB97M-V def2-TZVPD def2/J DEFGRID3
* xyz 1 1
Al 34.512 19.129 0.662
As 36.916 18.983 4.425
F 38.338 18.388 3.619
F 36.253 19.353 2.816
F 35.437 19.679 5.112
F 37.642 18.651 5.998
F 37.652 20.577 4.620
F 36.101 17.427 4.275
N 34.892 21.841 1.053
S 34.988 22.714 2.320
O 33.934 23.680 2.511
O 36.294 23.005 2.811
F 34.582 21.505 3.246
S 35.325 23.091 -0.042
O 36.646 23.621 0.078
O 34.276 23.964 -0.492
F 35.487 22.025 -1.241
C 30.252 21.634 1.396
C 31.432 20.961 0.672
C 31.848 21.557 -0.668
O 32.927 20.751 -1.133
C 32.973 20.949 -2.558
N 32.502 20.957 1.644
H 30.516 22.639 1.720
H 29.875 20.982 2.186
H 29.377 21.662 0.737
H 31.081 19.932 0.542
H 32.211 22.586 -0.609
H 30.963 21.553 -1.305
H 32.052 20.629 -3.062
H 33.692 20.332 -3.094
H 33.009 21.999 -2.853
H 32.056 20.699 2.533
H 32.834 21.901 1.866
*
```

Mulliken population analysis, charges in e, atoms 1 to 8: number 1, Al, carries 1.323; number 2, As, carries 1.971; number 3, F, carries -0.465; number 4, F, carries -0.570; number 5, F, carries -0.458; number 6, F, carries -0.473; number 7, F, carries -0.447; number 8, F, carries -0.487

---

No. 4
The following is a quantum chemistry calculation of a 3-piece molecular cluster, C21H17BrF3N5O6S2 overall at a distorted geometry, from the OMol25 dataset.

Properties
SMILES string   NCCc1cc2nsnc2c(Br)c1S(=O)(=O)C(F)(F)F.O=[N+]([O-])c1ccccc1.O=[N+]([O-])c1ccccc1
Calculated total energy   -5205.321862 Ha

```
! RIJCOSX wB97M-V def2-TZVPD def2/J DEFGRID3
* xyz 0 1
N 1.399 1.219 -6.309
C 1.479 1.815 -4.931
C 1.268 0.696 -3.809
C 0.685 1.344 -2.504
C -0.731 1.744 -2.584
C -1.484 2.412 -1.465
N -2.774 2.868 -1.376
S -2.946 3.544 0.164
N -1.416 3.277 0.783
C -0.665 2.649 -0.197
C 0.797 2.246 -0.105
Br 1.692 2.670 1.562
C 1.504 1.580 -1.210
S 3.221 1.026 -1.187
O 3.925 1.148 0.086
O 3.369 -0.380 -1.627
C 4.220 2.060 -2.420
F 4.621 1.257 -3.454
F 5.385 2.526 -1.828
F 3.521 3.179 -2.808
H 2.349 1.226 -6.699
H 1.112 0.234 -6.226
H 2.457 2.359 -4.851
H 0.597 2.523 -4.843
H 0.448 0.020 -4.215
H 2.161 0.035 -3.652
H -1.293 1.567 -3.547
C 3.200 -3.119 -0.207
C 3.788 -3.544 0.978
C 3.617 -4.853 1.410
C 2.857 -5.728 0.644
C 2.259 -5.310 -0.538
C 2.433 -3.999 -0.962
N 2.694 -7.118 1.083
O 3.217 -7.446 2.135
O 2.048 -7.867 0.370
H 3.340 -2.096 -0.546
H 4.384 -2.854 1.565
H 4.080 -5.173 2.335
H 1.662 -5.988 -1.136
H 1.973 -3.663 -1.885
C -6.707 0.273 5.187
C -7.142 1.550 4.852
C -6.233 2.500 4.407
C -4.891 2.157 4.297
C -4.446 0.886 4.637
C -5.361 -0.058 5.084
N -3.931 3.150 3.803
O -4.352 4.263 3.531
O -2.768 2.806 3.687
H -7.420 -0.469 5.530
H -8.192 1.804 4.936
H -6.582 3.491 4.148
H -3.400 0.617 4.557
H -5.025 -1.053 5.349
*
```

Mulliken population analysis, charges in e, atoms 1 to 8: number 1, N, carries -0.619; number 2, C, carries -0.278; number 3, C, carries -1.132; number 4, C, carries 0.190; number 5, C, carries -0.757; number 6, C, carries 0.286; number 7, N, carries -0.666; number 8, S, carries 0.267

---

No. 5
The following is a quantum chemistry calculation of a 2-piece molecular cluster, C3H9N2O overall at a distorted geometry, from the OMol25 dataset.

Properties
ΔE to the lowest compared entry with this formula, charge and spin   135.9 kcal per mole

```
! RIJCOSX wB97M-V def2-TZVPD def2/J DEFGRID3
* xyz 1 1
C 0.398 1.050 1.205
C 1.026 -1.008 -0.173
C 0.949 0.433 -0.103
N 1.434 1.161 -1.002
N -1.242 -0.070 -1.053
O 1.906 1.697 -1.952
H 1.348 1.110 1.804
H -0.401 0.413 1.661
H -0.045 2.083 1.188
H 0.324 -1.451 0.601
H 0.891 -1.429 -1.145
H 2.044 -1.413 0.197
H -1.817 -0.715 -1.675
H -1.596 -0.205 -0.005
H -1.647 0.886 -1.160
*
```

Mulliken population analysis, charges in e, atoms 1 to 8: number 1, C, carries -1.061; number 2, C, carries -1.147; number 3, C, carries 0.779; number 4, N, carries 0.487; number 5, N, carries -0.754; number 6, O, carries -0.286; number 7, H, carries 0.340; number 8, H, carries 0.363

---

No. 6
The following is a quantum chemistry calculation of a 2-piece molecular cluster, C36H29BF6N2 overall at a distorted geometry, from the OMol25 dataset.

Properties
SMILES string   Fc1cccc(F)c1B(c1c(F)cccc1F)c1c(F)cccc1F.CN(C)c1ccc(Cc2cn(C)c3ccccc23)cc1
Calculated total energy   -2122.767201 Ha

```
! RIJCOSX wB97M-V def2-TZVPD def2/J DEFGRID3
* xyz 0 1
F -4.424 -6.614 3.830
C -4.377 -6.478 2.458
C -5.357 -5.721 1.842
C -5.182 -5.347 0.501
C -3.991 -5.673 -0.165
C -3.106 -6.508 0.478
F -1.968 -6.866 -0.217
C -3.333 -7.085 1.738
B -2.656 -8.379 2.168
C -2.933 -9.023 3.522
C -2.212 -9.102 4.712
F -0.882 -8.740 4.719
C -2.752 -9.616 5.876
C -3.979 -10.287 5.806
C -4.665 -10.356 4.594
C -4.134 -9.717 3.499
F -4.857 -9.735 2.334
C -2.185 -9.373 1.096
C -1.067 -10.215 1.226
F -0.358 -10.169 2.408
C -0.707 -11.171 0.290
C -1.604 -11.429 -0.755
C -2.783 -10.679 -0.876
C -3.039 -9.672 0.031
F -4.238 -9.008 -0.104
H -0.655 -7.326 2.593
H -6.228 -5.399 2.417
H -5.946 -4.760 -0.009
H -3.747 -5.304 -1.159
H -2.203 -9.495 6.810
H -4.393 -10.762 6.695
H -5.606 -10.878 4.479
H 0.236 -11.703 0.414
H -1.391 -12.207 -1.489
H -3.514 -10.851 -1.663
C 4.498 -7.600 -2.404
N 4.376 -8.110 -1.063
C 5.507 -8.812 -0.512
C 3.255 -7.955 -0.303
C 3.176 -8.634 0.935
C 2.167 -8.341 1.831
C 1.249 -7.334 1.551
C 0.282 -6.774 2.589
C 0.832 -6.598 3.964
C 0.146 -5.866 4.998
C -1.072 -5.200 5.015
C -1.497 -4.612 6.208
C -0.715 -4.714 7.369
C 0.503 -5.414 7.374
C 0.915 -5.972 6.179
N 2.056 -6.707 5.869
C 3.069 -7.143 6.809
C 2.037 -7.023 4.530
C 1.238 -6.765 0.279
C 2.208 -7.067 -0.661
H 3.539 -7.204 -2.752
H 5.235 -6.781 -2.435
H 4.852 -8.410 -3.062
H 5.675 -8.456 0.510
H 5.298 -9.892 -0.463
H 6.404 -8.618 -1.099
H 3.927 -9.373 1.207
H 2.142 -8.883 2.776
H -0.064 -5.782 2.258
H -1.646 -5.141 4.099
H -2.440 -4.070 6.241
H -1.083 -4.239 8.273
H 1.114 -5.515 8.266
H 2.728 -6.961 7.834
H 3.266 -8.219 6.696
H 4.028 -6.633 6.640
H 2.886 -7.527 4.086
H 0.429 -6.076 0.035
H 2.173 -6.580 -1.629
*
```

Mulliken population analysis, charges in e, atoms 1 to 8: number 1, F, carries -0.348; number 2, C, carries -0.705; number 3, C, carries -0.843; number 4, C, carries -0.522; number 5, C, carries -0.683; number 6, C, carries -0.290; number 7, F, carries -0.323; number 8, C, carries 2.015

---

No. 7
The following is a quantum chemistry calculation of a 4-piece molecular cluster, C30H68B2FIO18P5 overall at a distorted geometry, from the OMol25 dataset.

Properties
ΔE to the lowest compared entry with this formula, charge and spin   0.0 kcal per mole

```
! RIJCOSX wB97M-V def2-TZVPD def2/J DEFGRID3
* xyz -1 1
C 4.263 0.317 1.012
C 3.245 0.188 0.391
C 1.977 -0.189 -0.329
C 2.316 -1.339 -1.362
P 3.573 -0.653 -2.590
P 3.111 1.391 -3.166
O 3.669 1.583 -4.528
O 1.510 1.661 -3.206
O 3.854 2.403 -2.125
O 3.100 -2.239 -0.598
B 2.341 -3.438 -0.257
F 3.255 -4.496 -0.141
I 1.441 -3.238 1.830
O 1.398 -3.555 -1.331
C 1.131 -2.260 -1.876
C 0.859 -2.406 -3.403
C 1.981 -3.116 -4.211
C 1.471 -3.874 -5.462
C 2.621 -4.651 -6.169
C 2.452 -4.545 -7.707
C 3.656 -5.232 -8.413
B -0.351 -1.933 -1.308
C -1.019 -0.473 -1.483
O -1.073 -2.889 -0.630
H 5.029 0.298 1.765
H 1.590 0.730 -0.808
H 1.268 -0.485 0.461
H 4.789 -0.585 -1.860
H 1.241 1.370 -4.093
H 4.557 1.891 -1.697
H 0.597 -1.448 -3.884
H -0.042 -3.052 -3.495
H 2.606 -3.737 -3.547
H 2.649 -2.319 -4.587
H 1.110 -3.102 -6.168
H 0.640 -4.530 -5.151
H 3.585 -4.191 -5.891
H 2.606 -5.714 -5.876
H 2.465 -3.480 -8.002
H 1.475 -4.960 -8.003
H 3.381 -6.264 -8.696
H 3.955 -4.704 -9.333
H 4.550 -5.306 -7.774
H -2.113 -0.531 -1.615
H -0.795 0.103 -0.569
H -0.580 0.030 -2.362
H -1.774 -2.397 -0.184
O 1.517 1.158 5.520
P 1.899 0.700 6.915
O 3.152 1.747 7.150
C 2.860 3.102 7.469
C 2.408 3.260 8.912
O 2.805 -0.590 6.445
C 2.524 -1.281 5.217
C 3.425 -0.802 4.101
O 2.042 0.171 8.493
C 0.965 -0.637 9.020
C 0.934 -2.029 8.415
H 2.105 3.495 6.779
H 3.780 3.667 7.311
H 1.437 2.784 9.072
H 2.317 4.316 9.174
H 3.116 2.785 9.592
H 1.472 -1.180 4.945
H 2.702 -2.343 5.398
H 3.417 0.285 4.008
H 3.118 -1.243 3.151
H 4.461 -1.092 4.302
H 0.013 -0.123 8.860
H 1.128 -0.708 10.096
H 0.603 -2.000 7.376
H 0.243 -2.670 8.965
H 1.926 -2.482 8.428
O -2.371 1.551 7.959
P -3.674 2.149 7.521
O -4.642 0.831 7.426
C -5.094 0.221 8.632
C -6.198 1.027 9.296
O -3.350 2.353 5.924
C -1.998 2.463 5.464
C -1.487 1.135 4.951
O -4.976 3.176 7.349
C -4.769 4.573 7.654
C -3.915 5.275 6.614
H -4.252 0.075 9.317
H -5.475 -0.764 8.361
H -5.816 1.982 9.665
H -6.619 0.480 10.141
H -6.993 1.250 8.584
H -1.352 2.857 6.250
H -1.991 3.194 4.653
H -1.647 0.329 5.670
H -0.434 1.195 4.731
H -2.022 0.848 4.043
H -4.325 4.666 8.649
H -5.757 5.033 7.688
H -2.874 4.953 6.678
H -3.938 6.355 6.766
H -4.264 5.049 5.607
O -1.836 2.470 -7.414
P -2.113 1.215 -8.179
O -1.962 0.064 -7.026
C -2.990 -0.073 -6.045
C -4.225 -0.754 -6.611
O -0.652 1.028 -8.916
C 0.216 2.144 -9.122
C 1.260 2.212 -8.027
O -2.754 0.120 -9.261
C -3.384 0.646 -10.449
C -2.381 1.222 -11.432
H -3.241 0.906 -5.627
H -2.576 -0.681 -5.240
H -4.716 -0.119 -7.353
H -4.943 -0.968 -5.818
H -3.957 -1.686 -7.109
H -0.349 3.075 -9.190
H 0.705 2.000 -10.089
H 0.818 2.172 -7.032
H 1.844 3.129 -8.114
H 1.940 1.361 -8.101
H -4.126 1.397 -10.166
H -3.914 -0.186 -10.913
H -1.960 2.159 -11.061
H -2.860 1.432 -12.390
H -1.552 0.534 -11.591
*
```

Mulliken population analysis, charges in e, atoms 1 to 8: number 1, C, carries -0.051; number 2, C, carries -1.058; number 3, C, carries -0.217; number 4, C, carries 0.979; number 5, P, carries -0.690; number 6, P, carries 0.962; number 7, O, carries -0.715; number 8, O, carries -0.449